{
  "formula": "C53H100N6O9S",
  "method": "ωB97M-V/def2-TZVPD",
  "homo_lumo_gap_ev": [8.547, 8.661],
  "s2": 6.016,
  "spin_multiplicity": 5,
  "e_homo_ev": [-8.44, -8.56],
  "mol_weight_g_mol": 997.483,
  "species": ["C", "C", "C", "O", "O", "C", "C", "C", "C", "C", "C", "C", "C", "O", "N", "C", "S", "C", "C", "C", "C", "C", "O", "N", "O", "H", "H", "H", "H", "H", "H", "H", "H", "H", "H", "H", "H", "H", "H", "H", "H", "H", "H", "H", "H", "H", "H", "H", "H", "H", "H", "H", "H", "C", "C", "C", "C", "C", "C", "N", "O", "C", "C", "C", "H", "H", "H", "H", "H", "H", "H", "H", "H", "H", "H", "H", "H", "H", "H", "H", "H", "H", "C", "C", "C", "C", "C", "C", "N", "O", "C", "C", "C", "H", "H", "H", "H", "H", "H", "H", "H", "H", "H", "H", "H", "H", "H", "H", "H", "H", "H", "C", "C", "C", "C", "C", "C", "N", "O", "C", "C", "C", "H", "H", "H", "H", "H", "H", "H", "H", "H", "H", "H", "H", "H", "H", "H", "H", "H", "H", "C", "C", "C", "C", "C", "C", "N", "O", "C", "C", "C", "H", "H", "H", "H", "H", "H", "H", "H", "H", "H", "H", "H", "H", "H", "H", "H", "H", "H"],
  "coordinates": [[1.0280, -3.0591, 3.7935], [1.6513, -3.0578, 2.5833], [2.6787, -2.0789, 2.1890], [3.5014, -2.3494, 1.3327], [2.6238, -0.8898, 2.8098], [3.0981, 0.1767, 1.9591], [3.0110, 1.4726, 2.7238], [3.1378, 2.6987, 1.7997], [2.3153, 3.9290, 2.2545], [1.0953, 4.2417, 1.3668], [-0.2667, 4.0963, 2.0581], [-0.5523, 2.7453, 2.6923], [-0.1935, 1.4751, 1.9073], [0.3332, 1.3709, 0.8367], [-0.6438, 0.3660, 2.7232], [-1.9401, 0.8314, 3.2218], [-1.7934, 0.5749, 5.1062], [-3.1904, 0.0295, 2.8534], [-3.1917, -0.5546, 1.4437], [-3.1039, 0.5078, 0.3415], [-2.1659, -1.6944, 1.2528], [-1.9953, 2.4183, 3.0534], [-2.4323, 2.9284, 4.3188], [-1.8726, 4.2000, 4.6067], [-1.6946, 4.3125, 5.7482], [1.5818, -3.0479, 4.7224], [-0.0508, -3.0372, 3.8743], [1.4483, -3.8141, 1.8349], [4.1311, -0.0291, 1.7043], [2.5427, 0.1874, 1.0271], [2.1016, 1.5525, 3.3131], [3.8261, 1.4978, 3.4410], [2.9440, 2.4600, 0.7602], [4.1749, 3.0135, 1.8553], [2.0333, 3.8124, 3.2981], [2.9788, 4.7858, 2.2192], [1.1681, 5.2868, 1.0799], [1.0982, 3.6687, 0.4489], [-1.0576, 4.3759, 1.3677], [-0.2845, 4.8254, 2.8612], [-0.0173, 2.6448, 3.6366], [0.0171, 0.3553, 3.4940], [-1.7325, -0.7604, 5.0538], [-3.3758, -0.7418, 3.5863], [-4.0415, 0.7056, 2.9340], [-4.1626, -1.0282, 1.3153], [-3.7426, 0.1838, -0.4765], [-3.5009, 1.4700, 0.6509], [-2.1081, 0.5968, -0.0807], [-1.6114, -1.8876, 2.1613], [-1.4197, -1.3331, 0.5513], [-2.6143, -2.5882, 0.8388], [-2.7415, 2.6306, 2.2943], [-5.2955, 8.9428, 4.6339], [-4.4417, 8.7848, 3.3452], [-5.2280, 9.2528, 2.1178], [-6.3359, 8.2901, 1.6960], [-5.7644, 6.8883, 1.4895], [-5.0122, 6.3804, 2.7174], [-3.9918, 7.3677, 3.1884], [-2.9691, 7.3265, 2.3973], [-6.0337, 6.0582, 3.8252], [-4.3460, 5.0485, 2.4098], [-3.2507, 9.7164, 3.5340], [-4.8511, 9.6674, 5.3142], [-6.3121, 9.2771, 4.4236], [-5.3565, 8.0234, 5.2092], [-4.5420, 9.3822, 1.2751], [-5.6523, 10.2379, 2.3216], [-7.1397, 8.2790, 2.4366], [-6.7861, 8.6403, 0.7652], [-6.5710, 6.1934, 1.2478], [-5.0962, 6.9009, 0.6227], [-5.5312, 5.7891, 4.7555], [-6.6496, 5.2115, 3.5233], [-6.7237, 6.8729, 4.0323], [-3.6686, 5.1108, 1.5580], [-5.0967, 4.2971, 2.1617], [-3.7819, 4.6867, 3.2661], [-2.6414, 9.4060, 4.3839], [-3.6164, 10.7247, 3.7251], [-2.6118, 9.7617, 2.6543], [-3.5894, -6.7718, -2.7795], [-4.4627, -5.4976, -2.6058], [-5.0572, -5.0652, -3.9488], [-4.0379, -4.4353, -4.8955], [-3.3232, -3.2753, -4.2038], [-2.6834, -3.6917, -2.8815], [-3.6600, -4.3958, -1.9924], [-4.4578, -3.5239, -1.4665], [-1.4601, -4.5788, -3.1802], [-2.1111, -2.4758, -2.1697], [-5.6058, -5.9145, -1.6884], [-4.0107, -7.6153, -2.2348], [-3.4947, -7.0747, -3.8230], [-2.5885, -6.6505, -2.3726], [-5.8609, -4.3433, -3.7743], [-5.5209, -5.9301, -4.4276], [-3.3211, -5.1838, -5.2432], [-4.5494, -4.0680, -5.7873], [-2.5543, -2.8699, -4.8642], [-4.0409, -2.4673, -4.0314], [-1.0361, -4.9811, -2.2588], [-0.6876, -3.9880, -3.6718], [-1.6751, -5.4090, -3.8500], [-2.8600, -1.7060, -1.9917], [-1.3269, -2.0208, -2.7748], [-1.6769, -2.7557, -1.2126], [-5.2329, -6.2061, -0.7055], [-6.1188, -6.7695, -2.1273], [-6.3427, -5.1252, -1.5536], [2.7158, -8.8349, -1.5620], [1.7630, -7.7031, -1.0873], [0.8961, -7.2071, -2.2482], [1.6589, -6.3605, -3.2648], [2.3636, -5.2014, -2.5603], [3.2710, -5.6723, -1.4261], [2.5460, -6.5821, -0.4823], [1.7663, -5.8782, 0.2731], [4.5049, -6.3663, -2.0365], [3.8289, -4.4724, -0.6728], [0.8506, -8.3516, -0.0529], [2.4869, -9.7765, -1.0652], [2.6525, -9.0117, -2.6364], [3.7547, -8.6357, -1.3152], [0.0664, -6.6110, -1.8521], [0.4445, -8.0668, -2.7480], [2.3742, -6.9742, -3.8184], [0.9602, -5.9667, -4.0060], [2.9556, -4.6364, -3.2830], [1.6094, -4.5102, -2.1698], [5.1291, -6.8086, -1.2590], [5.1088, -5.6346, -2.5720], [4.2602, -7.1414, -2.7604], [3.0484, -3.8347, -0.2826], [4.4372, -3.8610, -1.3402], [4.4572, -4.7850, 0.1612], [1.4208, -8.6980, 0.8102], [0.3573, -9.2117, -0.5047], [0.0730, -7.6769, 0.2999], [6.5526, -0.1731, -2.6567], [5.4891, 0.8909, -2.2669], [4.7509, 1.3927, -3.5098], [5.5893, 2.3188, -4.3874], [6.1359, 3.4793, -3.5563], [6.9175, 3.0034, -2.3331], [6.1293, 2.0210, -1.5252], [5.2268, 2.6559, -0.8502], [8.2542, 2.3977, -2.8026], [7.3141, 4.1961, -1.4722], [4.4933, 0.1566, -1.3815], [6.3124, -1.1443, -2.2266], [6.6340, -0.3072, -3.7362], [7.5407, 0.0639, -2.2724], [3.8481, 1.9298, -3.2028], [4.4130, 0.5344, -4.0939], [6.4012, 1.7658, -4.8668], [4.9700, 2.7108, -5.1967], [6.7829, 4.1028, -4.1764], [5.3025, 4.1148, -3.2413], [8.7973, 1.9528, -1.9678], [8.8823, 3.1790, -3.2297], [8.1430, 1.6440, -3.5788], [6.4527, 4.7841, -1.1613], [7.9703, 4.8547, -2.0402], [7.8483, 3.8733, -0.5776], [4.9696, -0.1980, -0.4668], [4.0991, -0.7088, -1.9133], [3.6402, 0.7746, -1.1050]],
  "forces_ev_per_angstrom": [[0.2, 0.1, -0.7], [-0.4, 0.3, 1.3], [2.0, -1.7, 0.2], [-0.5, 0.8, 0.1], [-0.7, -0.1, -0.5], [0.6, 0.1, 0.5], [0.0, 0.3, -0.4], [0.4, 0.4, 0.8], [0.1, -0.5, -0.7], [-0.3, 0.2, 0.4], [0.4, 0.0, 0.0], [-0.4, 0.1, -0.9], [0.4, 0.0, 0.0], [-0.1, 0.1, 0.4], [-0.3, 0.4, -1.5], [0.2, -0.3, 3.2], [-0.1, 0.4, 0.1], [0.1, 0.5, -1.1], [-0.2, -0.5, 0.0], [-0.3, -0.5, -0.2], [0.2, 0.8, -0.3], [-0.1, -1.3, 0.2], [0.1, 0.1, 0.0], [0.4, 0.1, -0.1], [-0.4, 0.1, 0.2], [0.1, 1.6, 0.1], [-0.2, -1.7, 0.0], [-1.0, 0.7, -0.7], [0.2, 0.0, -0.1], [-0.4, 0.0, 0.0], [-0.3, -0.3, 0.0], [0.0, 0.0, 0.3], [-0.2, -0.1, -0.1], [0.3, -0.1, -0.3], [-0.1, 0.0, 0.2], [0.1, 0.2, 0.1], [-0.1, 0.2, -0.2], [0.2, -0.2, -0.1], [-0.2, 0.0, -0.1], [-0.2, 0.2, 0.1], [0.3, 0.0, 0.1], [0.0, -0.5, 0.1], [0.1, -0.1, -0.3], [0.1, -0.3, 0.0], [-0.1, 0.2, 0.1], [-0.3, 0.1, 0.2], [0.0, 0.0, -0.3], [0.1, 0.2, 0.1], [0.2, 0.3, 0.2], [-0.1, -0.3, 0.2], [0.3, -0.2, -0.1], [-0.1, -0.2, 0.1], [0.1, 0.4, -0.2], [-0.1, -0.2, 0.2], [-0.6, 0.8, 1.3], [-0.2, -0.2, -0.4], [0.1, 0.0, 0.0], [0.0, 0.5, -0.2], [-1.1, -1.0, 0.9], [0.2, 0.5, -2.1], [0.4, -0.2, 0.5], [-0.1, 0.2, 0.2], [0.6, -0.1, -0.4], [0.5, -0.2, -0.3], [0.0, 0.1, -0.1], [0.0, -0.1, 0.0], [0.0, 0.0, -0.1], [0.1, -0.1, 0.1], [0.1, 0.0, 0.1], [0.0, 0.0, 0.0], [0.0, 0.0, 0.0], [0.0, -0.1, 0.1], [0.1, 0.0, 0.1], [0.0, 0.0, 0.0], [0.1, -0.1, -0.1], [0.1, 0.0, 0.0], [0.1, 0.1, 0.1], [-0.2, 0.1, 0.1], [-0.1, 0.1, 0.0], [0.0, 0.0, 0.0], [-0.1, 0.0, 0.1], [0.0, -0.1, 0.0], [0.3, 0.0, 0.1], [0.3, -1.7, -0.1], [0.1, 0.4, -0.3], [-0.1, 0.1, 0.1], [-0.5, -0.1, -0.2], [1.7, -0.3, -0.3], [-1.5, 1.3, -1.0], [0.3, -0.1, 0.7], [-0.1, -0.3, -0.1], [-0.3, 0.4, 0.3], [-0.2, 0.5, 0.3], [-0.2, 0.0, -0.1], [0.0, 0.1, 0.0], [0.0, 0.1, 0.0], [0.0, 0.0, 0.1], [0.0, -0.1, 0.1], [0.0, 0.0, 0.0], [0.0, 0.0, 0.0], [0.1, 0.0, 0.1], [0.0, 0.0, 0.1], [-0.1, 0.1, 0.0], [0.0, 0.2, 0.0], [0.0, -0.1, 0.0], [-0.1, -0.1, 0.1], [0.0, -0.1, -0.1], [0.0, 0.0, 0.0], [0.0, 0.0, 0.0], [0.1, -0.1, -0.1], [0.1, 0.1, 0.0], [0.3, 0.0, 0.0], [0.4, -1.6, -0.3], [0.0, 0.4, -0.2], [-0.1, 0.1, 0.1], [-0.5, -0.2, -0.1], [1.8, 0.0, -0.6], [-1.8, 1.2, -0.6], [0.4, -0.2, 0.6], [-0.1, -0.3, -0.1], [-0.4, 0.0, 0.2], [-0.2, 0.4, 0.4], [-0.2, 0.0, 0.0], [0.0, 0.1, 0.0], [0.0, 0.1, 0.0], [0.2, -0.1, 0.1], [0.0, -0.1, 0.1], [0.0, 0.0, 0.0], [0.0, 0.0, 0.0], [0.1, 0.0, 0.1], [0.0, 0.0, 0.1], [0.0, 0.0, 0.0], [-0.1, 0.1, 0.1], [0.0, 0.0, 0.1], [-0.1, 0.0, 0.1], [0.0, -0.1, -0.1], [0.0, 0.0, 0.0], [0.0, 0.0, 0.0], [0.1, 0.0, -0.1], [0.1, 0.1, 0.0], [0.3, 0.0, 0.0], [0.5, -1.6, -0.3], [0.0, 0.5, -0.3], [-0.1, 0.0, 0.1], [-0.5, -0.2, -0.2], [1.7, 0.1, -0.4], [-1.7, 1.1, -0.7], [0.3, -0.2, 0.6], [0.0, -0.3, -0.1], [-0.4, 0.2, 0.4], [-0.3, 0.3, 0.5], [-0.2, 0.0, 0.0], [0.0, 0.1, 0.0], [0.0, 0.1, 0.0], [0.0, 0.0, 0.1], [0.0, -0.1, 0.1], [0.0, 0.0, 0.0], [0.0, 0.0, 0.0], [0.1, 0.0, 0.1], [0.0, -0.1, 0.1], [0.0, 0.0, 0.0], [-0.1, 0.1, 0.1], [0.0, 0.0, 0.0], [0.0, -0.1, 0.0], [0.0, -0.1, -0.1], [0.0, 0.0, 0.0], [0.0, 0.0, 0.0], [0.1, 0.0, -0.1], [0.1, 0.1, 0.0]]
}